(1)
Formula: C36H102F6NO21S2V
Source: the Open Molecules 2025 dataset
Level of theory: the ωB97M-V functional and the def2-TZVPD basis

Properties
Highest occupied orbital energy (alpha / beta): -10.84 / -10.84 eV
Kohn-Sham gap (alpha / beta): 7.375 / 7.072 eV
Total charge: +1
2S+1: 4
Relative energy (zero: lowest compared OMol25 entry of this formula, charge and spin): 65.0 kJ/mol

Each line ends with the Löwdin spin population.
Positions of all 169 atoms, in Å:
V 1.59 -2.04 1.08  2.8471
C 0.98 2.07 0.81  0.0011
F 1.91 1.82 1.72  0.0002
F -0.18 2.15 1.42  0.0002
F 1.27 3.19 0.17  0.0006
S 0.96 0.67 -0.44  0.0076
O 0.30 1.14 -1.61  0.0050
O 2.32 0.21 -0.55  0.0151
N 0.22 -0.61 0.44  0.0162
S -1.29 -0.61 -0.08  0.0025
O -1.97 0.64 0.11  -0.0015
O -1.38 -1.24 -1.37  0.0023
C -2.19 -1.77 1.07  0.0002
F -2.08 -1.35 2.34  0.0004
F -3.46 -1.75 0.76  0.0000
F -1.72 -3.02 0.99  0.0017
C -2.49 -3.96 -2.78  0.0000
C -1.02 -4.00 -3.17  0.0000
O -0.23 -4.53 -2.07  0.0004
H -2.62 -3.27 -1.95  0.0000
H -2.80 -4.93 -2.37  0.0000
H -3.11 -3.66 -3.62  0.0000
H -0.65 -2.99 -3.34  0.0000
H -0.79 -4.64 -4.02  0.0000
H -0.54 -5.41 -1.84  0.0000
C -3.09 -0.44 -3.88  0.0000
C -3.88 -0.72 -5.12  0.0000
O -5.23 -0.28 -4.91  0.0000
H -2.05 -0.78 -3.93  0.0000
H -3.47 -0.96 -3.02  0.0000
H -2.99 0.63 -3.66  0.0000
H -3.78 -1.78 -5.40  0.0000
H -3.47 -0.25 -6.02  0.0000
H -5.87 -0.87 -5.31  0.0000
C 5.17 1.45 1.33  0.0000
C 5.39 1.36 2.82  0.0000
O 4.23 0.79 3.49  0.0000
H 4.92 0.49 0.87  0.0000
H 6.16 1.73 0.95  0.0000
H 4.45 2.21 1.05  0.0000
H 5.57 2.35 3.25  0.0000
H 6.23 0.68 3.01  0.0000
H 4.42 0.86 4.43  0.0000
C -5.00 0.07 -1.34  0.0000
C -6.18 -0.25 -2.26  0.0000
O -6.67 0.90 -2.94  0.0000
H -4.93 -0.75 -0.63  0.0000
H -5.01 1.01 -0.80  0.0000
H -4.11 -0.09 -1.91  0.0000
H -7.00 -0.68 -1.69  0.0000
H -5.93 -0.98 -3.00  0.0000
H -6.03 1.14 -3.62  0.0000
C -0.87 3.76 -3.03  0.0000
C 0.29 4.24 -3.88  0.0000
O 0.53 5.62 -3.63  0.0000
H -1.79 4.34 -3.16  0.0000
H -0.63 3.87 -1.97  0.0000
H -1.06 2.71 -3.27  0.0000
H 0.05 3.95 -4.90  0.0000
H 1.18 3.65 -3.62  0.0000
H 1.38 5.86 -4.00  0.0000
C 3.54 3.01 -2.47  0.0000
C 4.24 3.44 -3.74  0.0000
O 4.82 4.74 -3.62  0.0000
H 4.23 2.93 -1.62  0.0000
H 3.13 2.00 -2.56  0.0000
H 2.75 3.71 -2.24  0.0000
H 3.58 3.43 -4.60  0.0000
H 5.06 2.75 -3.97  0.0000
H 5.43 4.70 -2.87  0.0000
C -3.82 2.30 1.80  0.0000
C -4.58 1.04 2.15  0.0000
O -4.74 0.96 3.57  0.0000
H -4.08 3.10 2.50  0.0000
H -4.03 2.62 0.78  0.0000
H -2.75 2.15 1.85  0.0000
H -4.02 0.16 1.88  0.0000
H -5.54 0.97 1.62  0.0000
H -5.35 0.24 3.74  0.0000
C 5.41 -3.66 1.51  0.0000
C 4.66 -2.43 1.99  0.0023
O 3.79 -1.89 0.97  0.0127
H 6.32 -3.82 2.07  -0.0001
H 5.65 -3.58 0.45  0.0000
H 4.79 -4.56 1.57  0.0001
H 5.33 -1.63 2.30  0.0004
H 4.09 -2.75 2.87  0.0007
H 4.41 -1.53 0.31  0.0011
C -3.35 -6.01 0.76  0.0000
C -3.71 -7.47 0.75  0.0000
O -3.16 -8.08 -0.43  0.0000
H -2.29 -5.82 0.96  0.0000
H -3.95 -5.51 1.53  0.0000
H -3.71 -5.55 -0.16  0.0000
H -4.79 -7.56 0.62  0.0000
H -3.38 -7.98 1.66  0.0000
H -3.60 -8.94 -0.49  0.0000
C 3.32 -4.05 -2.08  0.0004
C 2.59 -2.74 -1.95  0.0021
O 1.62 -2.87 -0.86  0.0340
H 2.65 -4.90 -2.24  0.0000
H 3.97 -4.31 -1.24  0.0000
H 3.98 -4.10 -2.96  0.0000
H 2.04 -2.52 -2.86  0.0002
H 3.26 -1.91 -1.73  0.0000
H 0.97 -3.52 -1.19  0.0034
C -0.40 6.11 0.85  0.0000
C 0.12 6.63 -0.47  0.0000
O -0.93 6.65 -1.42  0.0000
H -1.24 6.68 1.25  0.0000
H 0.37 6.10 1.63  0.0000
H -0.74 5.08 0.71  0.0000
H 0.97 6.03 -0.83  0.0000
H 0.55 7.64 -0.34  0.0000
H -0.65 6.10 -2.17  0.0000
C -5.97 -3.49 -0.77  0.0000
C -5.95 -3.04 -2.22  0.0000
O -7.30 -2.89 -2.64  0.0000
H -6.49 -2.83 -0.09  0.0000
H -4.93 -3.56 -0.41  0.0000
H -6.32 -4.52 -0.67  0.0000
H -5.43 -3.81 -2.81  0.0000
H -5.37 -2.11 -2.37  0.0000
H -7.28 -2.52 -3.53  0.0000
C 4.08 5.33 0.66  0.0000
C 5.12 5.10 1.73  0.0000
O 6.27 4.44 1.19  0.0000
H 3.79 4.36 0.25  0.0000
H 4.47 5.99 -0.12  0.0000
H 3.21 5.83 1.09  0.0000
H 4.69 4.48 2.54  0.0000
H 5.41 6.05 2.20  0.0000
H 6.91 4.42 1.91  0.0000
C 5.54 -0.44 -3.41  0.0000
C 5.36 0.03 -1.98  0.0000
O 5.49 -1.12 -1.11  0.0002
H 5.40 0.32 -4.18  0.0000
H 4.91 -1.30 -3.65  0.0000
H 6.58 -0.75 -3.57  0.0000
H 4.37 0.44 -1.84  0.0000
H 6.10 0.77 -1.67  0.0000
H 6.42 -1.37 -1.13  0.0000
C -2.78 -4.28 4.24  0.0000
C -1.68 -3.44 4.86  0.0001
O -0.43 -4.12 4.81  0.0017
H -2.91 -5.19 4.84  0.0000
H -2.56 -4.60 3.22  0.0000
H -3.76 -3.80 4.28  0.0000
H -1.88 -3.21 5.90  0.0000
H -1.62 -2.52 4.27  0.0000
H -0.08 -4.17 3.92  0.0017
C 1.55 -1.37 5.15  0.0013
C 1.14 -0.53 3.95  0.0061
O 2.04 -0.78 2.84  0.0293
H 1.52 -2.43 4.87  0.0007
H 0.79 -1.31 5.93  0.0001
H 2.52 -1.07 5.55  0.0001
H 1.17 0.54 4.20  0.0004
H 0.12 -0.74 3.64  0.0012
H 2.88 -0.38 3.13  0.0003
C -1.52 3.92 3.93  0.0000
C -0.71 4.70 4.94  0.0000
O -1.29 5.98 5.12  0.0000
H -1.11 2.91 3.88  0.0000
H -1.50 4.38 2.95  0.0000
H -2.54 3.77 4.28  0.0000
H 0.33 4.84 4.61  0.0000
H -0.68 4.16 5.90  0.0000
H -0.89 6.45 5.86  0.0000

(2)
Formula: C6H9O2S
Source: the Open Molecules 2025 dataset
Level of theory: the ωB97M-V functional and the def2-TZVPD basis

Properties
Highest occupied orbital energy: -3.42 eV
Kohn-Sham gap: 7.257 eV
Total charge: -1
Relative energy (zero: lowest compared OMol25 entry of this formula, charge and spin): 178.9 kJ/mol

Each line ends with the Mulliken charge.
Positions of all 18 atoms, in Å:
C 2.19 -1.52 0.23  -0.1554
C 1.46 -0.56 0.19  -1.2077
C -1.33 -1.28 -0.80  -1.0489
C 0.82 1.68 0.80  -1.5120
C -0.96 -0.07 0.08  -0.7441
C 0.56 0.53 -0.18  1.2473
O -0.04 1.98 -2.39  -0.6440
O 2.31 1.83 -1.70  -0.6300
S 1.08 1.07 -1.99  0.4827
H 2.98 -2.17 0.36  0.5316
H -1.66 -0.92 -1.76  0.3073
H -2.15 -1.89 -0.33  0.2979
H -0.43 -1.91 -1.13  0.2480
H 0.11 2.56 0.50  0.2810
H 1.91 2.17 0.62  0.3049
H 0.86 1.33 1.82  0.4292
H -1.22 -0.07 1.13  0.4738
H -1.60 0.71 -0.30  0.3383

(3)
Formula: C8H14B3LiO7
Source: the Open Molecules 2025 dataset
Level of theory: the ωB97M-V functional and the def2-TZVPD basis

Properties
Highest occupied orbital energy: -6.08 eV
Kohn-Sham gap: 2.769 eV

Each line ends with the Mulliken charge.
Positions of all 33 atoms, in Å:
C 4.34 -0.88 0.60  -0.9805
C 4.07 -0.01 -0.71  -0.3337
C 3.38 1.34 -0.23  -0.8708
C 1.87 1.47 -0.67  -0.6349
B 0.86 0.54 0.15  0.5076
O -0.35 1.16 0.62  -0.5562
B -1.39 0.22 0.65  0.4400
C -2.60 0.48 1.67  -0.5478
C -3.92 1.00 0.99  -0.5961
C -4.31 0.23 -0.28  0.5999
O -4.42 -0.99 -0.38  -0.4900
O -4.61 0.99 -1.48  -0.3440
O -1.33 -0.91 -0.17  -0.2781
B -0.04 -1.51 -0.14  -0.0913
C 0.07 -2.98 -0.77  0.4903
O -0.31 -3.11 -1.96  -0.6869
O 0.55 -3.98 -0.13  -0.7185
O 1.09 -0.83 0.40  -0.0720
H 4.38 -1.97 0.38  0.3115
H 5.30 -0.52 1.04  0.3448
H 3.51 -0.62 1.30  0.1502
H 3.42 -0.59 -1.40  0.2819
H 5.05 0.27 -1.19  0.3709
H 3.93 2.16 -0.76  0.3596
H 3.55 1.51 0.86  0.3889
H 1.55 2.53 -0.51  0.1837
H 1.81 1.20 -1.76  0.3623
H -2.27 1.26 2.39  0.2637
H -2.83 -0.49 2.18  0.3169
H -4.76 0.83 1.73  0.3404
H -3.94 2.09 0.78  0.3351
H -5.26 0.50 -2.02  0.2140
Li -6.40 -0.40 -1.18  0.9391

(4)
Formula: C3H24N2O7S
Source: the Open Molecules 2025 dataset
Level of theory: the ωB97M-V functional and the def2-TZVPD basis

Properties
Highest occupied orbital energy: -8.77 eV
Kohn-Sham gap: 9.040 eV
Relative energy (zero: lowest compared OMol25 entry of this formula, charge and spin): 17.9 kJ/mol
Structure (SMILES): NC[C@H](N)CS.O.O.O.O.O.O.O

Each line ends with the Mulliken charge.
Positions of all 37 atoms, in Å:
N -2.06 0.33 0.04  -0.6408
C -1.65 -0.57 -1.03  -0.5525
C -0.30 -1.21 -0.93  1.9062
N 0.69 -0.63 -1.93  -0.6910
C -0.29 -2.71 -1.41  -1.2276
S 0.48 -3.84 -0.15  -0.2465
H -1.45 1.08 0.30  0.2429
H -2.09 -0.24 0.88  0.2340
H -1.93 -0.10 -2.01  0.0205
H -2.44 -1.35 -1.18  0.2730
H 0.17 -1.10 0.04  -0.6824
H 0.42 -0.19 -2.80  0.2242
H 1.42 -1.28 -2.18  0.1814
H 0.16 -2.92 -2.37  0.4976
H -1.33 -3.05 -1.55  0.3215
H 1.81 -3.86 -0.58  0.1253
O 1.53 1.01 4.30  -0.6863
H 2.25 0.67 3.76  0.3109
H 1.45 1.97 4.26  0.3363
O 2.27 2.90 2.09  -0.6418
H 2.08 2.20 1.41  0.4417
H 2.55 3.64 1.56  0.2935
O 2.01 1.04 0.05  -0.8093
H 1.72 0.72 -0.83  0.4142
H 1.66 0.33 0.65  0.3962
O -0.81 1.25 -4.05  -0.6677
H -1.26 1.78 -3.36  0.3911
H -1.47 0.61 -4.34  0.2982
O -0.65 -0.34 3.32  -0.7095
H -0.07 0.25 3.86  0.4072
H -0.58 -1.22 3.74  0.3357
O 1.35 -0.87 1.76  -0.7211
H 1.99 -1.23 2.38  0.2625
H 0.76 -0.34 2.40  0.3578
O -2.65 2.37 -2.45  -0.6777
H -2.92 3.14 -1.91  0.3255
H -2.82 1.74 -1.73  0.3567

(5)
Formula: C51H79N13O7
Source: the Open Molecules 2025 dataset
Level of theory: the ωB97M-V functional and the def2-TZVPD basis

Properties
Highest occupied orbital energy: -9.08 eV
Kohn-Sham gap: 8.958 eV

Each line ends with the Mulliken charge.
Positions of all 150 atoms, in Å:
C -2.10 -2.09 -5.37  -0.9969
C -1.15 -2.88 -4.46  0.6564
O -1.50 -3.80 -3.70  -0.6544
N 0.10 -2.42 -4.55  0.1603
C 1.18 -3.08 -3.79  -0.6834
H -2.18 -2.54 -6.34  0.3005
H -1.80 -1.08 -5.56  0.1435
H -2.96 -2.14 -4.78  0.2852
H 0.22 -1.56 -5.05  0.3008
H 0.99 -4.13 -3.88  0.3548
H 1.10 -2.75 -2.78  -0.2747
H 2.14 -2.88 -4.13  0.5571
C 0.50 -5.47 -0.07  -0.9434
C -0.95 -5.23 0.24  0.4326
O -1.44 -5.02 1.37  -0.7162
N -1.76 -5.28 -0.85  -0.0857
C -3.20 -5.05 -0.81  -0.7699
H 1.04 -5.23 0.82  0.4388
H 0.84 -4.93 -0.99  -0.1119
H 0.58 -6.48 -0.37  0.6183
H -1.26 -5.37 -1.73  0.2580
H -3.39 -4.36 0.10  0.0705
H -3.66 -6.01 -0.54  0.3782
H -3.53 -4.72 -1.80  0.3168
C 1.97 6.44 3.22  -1.2257
C 1.06 5.28 3.00  0.7135
O 1.10 4.32 3.81  -0.7242
N 0.27 5.32 1.95  0.1335
C -0.72 4.31 1.66  -0.1797
H 1.41 7.30 3.63  0.3550
H 2.42 6.83 2.27  0.3126
H 2.79 6.22 3.94  0.2922
H 0.45 5.98 1.18  0.2521
H -0.99 4.39 0.61  -0.0117
H -1.70 4.46 2.13  0.2546
H -0.36 3.30 1.86  -0.0795
C -0.86 -5.56 5.20  -0.8889
C -1.92 -4.42 5.23  0.6582
O -2.05 -3.79 6.23  -0.6303
N -2.61 -4.25 4.09  -0.0217
C -3.44 -3.07 3.80  -0.3041
H 0.10 -5.03 5.23  0.2119
H -0.92 -6.07 4.26  0.2235
H -1.04 -6.19 6.07  0.3631
H -2.31 -4.80 3.26  0.3009
H -3.01 -2.11 4.19  -0.1054
H -4.42 -3.15 4.20  0.4067
H -3.52 -2.97 2.69  -0.0134
C 0.73 2.60 -6.16  -1.2550
C 1.02 1.39 -5.30  0.5054
O 0.45 0.36 -5.60  -0.6913
N 1.93 1.50 -4.31  -0.0102
C 2.47 0.31 -3.65  -0.5078
H 1.06 3.53 -5.75  0.2771
H -0.31 2.73 -6.30  0.3938
H 1.20 2.54 -7.17  0.3486
H 2.54 2.34 -4.32  0.3243
H 2.78 -0.34 -4.38  0.3968
H 1.67 -0.17 -2.98  -0.1201
H 3.42 0.65 -3.07  0.4350
C 0.46 4.76 -2.21  0.3973
C 0.93 6.13 -1.84  0.5201
O 0.58 6.59 -0.72  -0.8274
N 1.76 6.75 -2.71  -0.1646
C 2.33 8.05 -2.36  -0.9779
H -0.62 4.57 -1.81  -0.2563
H 1.20 4.12 -1.76  -0.2005
H 0.50 4.63 -3.29  0.1660
H 1.96 6.24 -3.59  0.2151
H 3.27 7.92 -1.85  0.3057
H 1.64 8.63 -1.81  0.3029
H 2.61 8.58 -3.27  0.3820
C -1.99 0.26 6.04  -0.9418
C -1.36 1.18 5.00  0.6639
O -1.62 1.00 3.80  -0.6732
N -0.63 2.27 5.43  0.1452
C -0.19 2.70 6.74  -1.0952
H -3.01 0.38 5.79  0.2997
H -1.73 0.52 6.99  0.5720
H -1.78 -0.76 5.79  -0.0599
H -0.31 2.90 4.66  0.1298
H 0.62 2.07 7.03  0.3698
H -0.98 2.66 7.52  0.3484
H 0.06 3.77 6.64  0.2708
N 3.11 -3.50 -1.44  0.1409
C 3.54 -2.25 -1.45  -0.2302
C 4.92 -1.92 -1.51  -0.8513
C 5.78 -2.98 -1.61  -0.4508
C 5.33 -4.33 -1.44  -0.7793
C 3.93 -4.53 -1.38  -0.2252
H 2.77 -1.53 -1.45  0.7938
H 5.29 -0.89 -1.68  0.3711
H 6.85 -2.79 -1.61  0.3782
H 6.00 -5.20 -1.42  0.3927
H 3.38 -5.47 -1.19  0.3616
N -6.59 -2.38 -1.60  -0.6454
C -5.36 -2.33 -2.12  -0.1529
C -4.29 -1.73 -1.54  0.1202
C -4.47 -1.08 -0.29  -0.1854
C -5.77 -1.06 0.21  -0.7357
C -6.79 -1.70 -0.44  -0.3771
H -5.20 -2.91 -3.04  0.3568
H -3.29 -1.77 -1.91  0.3093
H -3.58 -0.71 0.24  0.5128
H -5.87 -0.61 1.19  0.4125
H -7.78 -1.87 -0.03  0.3762
N 2.28 -0.86 3.27  -0.3558
C 2.37 -1.68 2.24  -0.7336
C 1.59 -2.80 2.01  -0.2732
C 0.77 -3.24 2.97  1.5540
C 0.64 -2.43 4.13  -0.4235
C 1.41 -1.22 4.23  -1.3196
H 3.04 -1.37 1.47  0.6059
H 1.81 -3.33 1.10  -0.4257
H 0.15 -4.10 2.77  0.1846
H 0.06 -2.67 5.00  0.2588
H 1.25 -0.47 4.94  0.7343
N 0.33 -0.67 -1.12  1.0888
C 0.71 0.20 -0.22  -0.3896
C 0.17 0.24 1.09  -0.5549
C -0.81 -0.61 1.42  -0.1496
C -1.16 -1.63 0.51  -0.2364
C -0.54 -1.68 -0.73  -0.1573
H 1.37 0.98 -0.50  0.2349
H 0.50 0.99 1.78  0.0844
H -1.27 -0.49 2.42  0.0250
H -1.80 -2.44 0.87  -0.1909
H -0.75 -2.41 -1.51  0.1014
N 4.68 1.90 -0.55  -0.5625
C 3.97 2.98 -0.65  -0.6026
C 3.13 3.45 0.35  -0.0925
C 2.95 2.62 1.41  0.7034
C 3.66 1.39 1.58  -1.0662
C 4.56 1.14 0.57  -0.7298
H 4.05 3.59 -1.55  0.3856
H 2.64 4.44 0.27  0.3929
H 2.31 2.98 2.29  0.0108
H 3.41 0.79 2.37  1.2233
H 5.23 0.27 0.63  0.4536
N -3.02 3.06 -1.26  -0.4361
C -3.42 3.58 -2.38  -0.5625
C -2.91 3.16 -3.67  -0.7378
C -2.05 2.12 -3.70  -0.7492
C -1.63 1.56 -2.54  1.0212
C -2.06 2.10 -1.34  -0.9776
H -4.06 4.49 -2.28  0.3349
H -3.25 3.78 -4.47  0.4423
H -1.73 1.81 -4.66  0.5365
H -0.93 0.72 -2.51  0.1919
H -1.75 1.69 -0.41  0.9479

no.,E (eV)
1,-147126.060
2,-21296.547
3,-25093.570
4,-31647.852
5,-87873.469